{"formula": "C3H12NO2", "method": "wB97M-V/def2-TZVPD", "e_lumo_ha": [-0.28785, -0.52980], "orbital_gap_ev": [12.26, 5.63], "de_lowest_kj_mol": 142.7, "e_homo_ev": [-20.093, -20.042], "spin_multiplicity": 2, "total_energy_ev": -8869.32657, "total_charge": 2, "species": ["C", "O", "C", "C", "N", "H", "H", "H", "H", "H", "H", "H", "H", "H", "H", "H", "H", "O"], "positions_angstrom": [[-0.922, 0.436, 0.051], [0.128, 1.448, -0.024], [-0.288, -0.987, 0.348], [-1.335, -1.742, 1.145], [0.879, -0.778, 1.319], [-1.544, 0.309, -0.863], [-1.518, 0.816, 0.876], [0.635, 1.040, -0.797], [0.009, -1.488, -0.573], [-2.217, -1.915, 0.515], [-0.947, -2.757, 1.341], [-1.685, -1.180, 2.011], [0.556, -0.316, 2.174], [1.656, -0.200, 0.970], [1.406, -1.652, 1.469], [1.910, 1.201, -2.974], [0.622, 1.944, -3.188], [1.111, 1.461, -2.508]], "forces_ev_per_angstrom": [[0.249, 1.570, 1.228], [-1.308, -2.727, -1.158], [-0.106, 0.646, 1.001], [-0.607, -0.555, -1.094], [1.168, 0.096, -1.170], [0.514, 0.345, -0.044], [-0.405, -0.321, -0.031], [0.824, 1.539, -1.017], [0.412, 0.054, 0.174], [0.114, 0.075, 0.051], [-0.094, 0.400, 0.399], [0.273, -0.292, 0.253], [0.087, -0.538, 0.336], [-0.284, 0.274, -0.158], [-0.693, -0.244, 0.672], [0.409, -0.148, 0.069], [-0.253, 0.130, 0.174], [-0.299, -0.303, 0.317]]}